No. 1
{"formula": "C25H42ClN2O10P", "method": "ωB97M-V/def2-TZVPD", "symbols": ["C", "C", "C", "C", "C", "C", "C", "C", "O", "C", "O", "C", "C", "O", "O", "C", "C", "C", "C", "C", "N", "C", "Cl", "C", "C", "C", "O", "C", "C", "N", "C", "C", "C", "O", "H", "H", "H", "H", "H", "H", "H", "H", "H", "H", "H", "H", "H", "H", "H", "H", "H", "H", "H", "H", "H", "H", "H", "H", "H", "H", "H", "H", "H", "H", "H", "H", "H", "H", "H", "H", "H", "H", "H", "H", "H", "H", "O", "P", "O", "O", "O"], "xyz": [[-3.2093, 3.1351, 0.0915], [-3.7873, 1.8091, 0.9320], [-4.3467, 0.6216, -0.0399], [-3.3805, -0.6825, -0.2158], [-1.8079, -0.4676, 0.1869], [-0.9293, 0.5161, -0.8422], [-1.5586, 1.2342, -2.1884], [-1.1555, 0.2468, -3.4770], [-1.4889, -1.1606, -3.2012], [-0.3264, -2.0481, -3.3991], [0.0561, -2.8382, -2.3785], [0.6840, 0.8343, -0.5560], [1.5282, 1.8580, -1.5658], [1.3831, 3.1795, -1.2680], [2.3439, 1.4223, -2.7101], [3.4759, 2.3431, -2.9630], [4.3684, 1.9105, -4.3088], [4.9133, 3.3395, -4.9544], [5.6454, 3.1667, -6.4180], [7.2650, 3.0960, -6.1614], [7.6092, 1.6567, -5.7928], [1.3470, 0.0897, 0.7451], [3.1492, 0.4270, 1.0809], [0.3910, -0.9135, 1.6820], [1.1947, -1.6488, 2.9341], [1.0580, -0.8697, 4.3689], [1.7678, -1.7313, 5.3724], [0.8615, -2.8516, 5.7800], [1.5970, -4.3252, 5.7533], [-1.1097, -1.1317, 1.3934], [-1.9591, -2.0451, 2.2472], [-3.1354, -1.3042, 3.1140], [-2.6329, -0.0565, 4.0510], [-3.6586, -2.3434, 4.0627], [-3.8076, 3.1688, -0.9413], [-2.0549, 3.0785, -0.1093], [-3.5260, 4.1415, 0.6480], [-3.0286, 1.4783, 1.7580], [-4.7362, 2.2340, 1.5196], [-4.6184, 1.0598, -1.1113], [-5.3869, 0.2359, 0.4009], [-3.3878, -0.9512, -1.3793], [-3.9130, -1.5871, 0.3141], [-2.7263, 1.2993, -2.2048], [-1.1454, 2.3332, -2.3204], [-0.0161, 0.3035, -3.7381], [-1.8651, 0.6026, -4.3602], [0.2840, -2.1186, -4.4144], [4.2277, 2.3781, -2.0374], [3.1322, 3.4606, -3.1836], [5.3220, 1.2699, -4.0138], [3.6890, 1.3275, -5.0895], [3.9396, 4.0033, -5.1395], [5.5642, 3.9487, -4.1719], [5.4093, 4.1581, -7.0353], [5.2127, 2.2803, -7.0603], [7.8840, 3.5201, -7.0647], [7.4779, 3.7729, -5.2039], [6.8454, 1.0807, -6.2488], [8.5058, 1.4275, -6.2749], [2.3656, -1.7510, 2.7240], [0.8089, -2.7773, 2.9912], [1.5834, 0.1746, 4.4244], [-0.0331, -0.7553, 4.7757], [0.3927, -2.6817, 6.8578], [-0.0775, -2.9463, 5.0512], [1.9418, -4.5282, 4.6319], [0.8323, -5.2082, 6.0002], [2.4716, -4.4454, 6.5316], [-2.5182, -2.7797, 1.4898], [-1.3697, -2.7376, 2.9825], [-4.0886, -0.9951, 2.4652], [-1.5704, 0.3253, 3.6720], [-3.3739, 0.8496, 3.8263], [-2.6508, -0.2606, 5.2044], [-3.4981, -3.2641, 3.6707], [-6.0382, -4.0598, 2.7564], [-6.9300, -3.7187, 3.9615], [-7.1520, -2.1984, 4.0207], [-6.2439, -4.1875, 5.2553], [-8.2855, -4.4291, 3.8143]], "lowdin_charge": [-0.1439, -0.2426, -0.2257, -0.1714, -0.0542, -0.0588, -0.1335, -0.1846, -0.1533, -0.1478, -0.0465, -0.1413, -0.2721, -0.0950, -0.1276, -0.1964, -0.1702, -0.2334, -0.2181, -0.2959, -0.0570, -0.4492, 0.4574, -0.1088, -0.1609, -0.1837, -0.2466, -0.2604, -0.1248, -0.0992, -0.1420, -0.3146, -0.0750, -0.1459, 0.0662, 0.0672, 0.0682, 0.0849, 0.1041, 0.0925, 0.1147, 0.1079, 0.1028, 0.0857, 0.1201, 0.1160, 0.1242, 0.1590, 0.1453, 0.1202, 0.1101, 0.1210, 0.1111, 0.1214, 0.1074, 0.1116, 0.1031, 0.1089, 0.0633, 0.0564, 0.1035, 0.1031, 0.1341, 0.1009, 0.1249, 0.1143, 0.0815, 0.0825, 0.0702, 0.1378, 0.1135, 0.1452, 0.0747, 0.0721, 0.0870, 0.0959, -0.2531, -0.1250, -0.2328, -0.2374, -0.2633], "homo_ha": 0.0056, "lumo_ev": 1.9230, "total_charge": -2, "multiplicity": 1, "fmax_ev_per_a": 9.00}

=====

No. 2
{"formula": "C30H64BNO15PS6", "method": "ωB97M-V/def2-TZVPD", "symbols": ["C", "C", "C", "N", "C", "C", "O", "B", "P", "C", "O", "O", "H", "H", "H", "H", "H", "H", "H", "H", "H", "H", "H", "H", "H", "H", "H", "H", "C", "C", "C", "S", "O", "O", "C", "H", "H", "H", "H", "H", "H", "H", "H", "C", "C", "C", "S", "O", "O", "C", "H", "H", "H", "H", "H", "H", "H", "H", "C", "C", "C", "S", "O", "O", "C", "H", "H", "H", "H", "H", "H", "H", "H", "C", "C", "C", "S", "O", "O", "C", "H", "H", "H", "H", "H", "H", "H", "H", "C", "C", "C", "S", "O", "O", "C", "H", "H", "H", "H", "H", "H", "H", "H", "C", "C", "C", "S", "O", "O", "C", "H", "H", "H", "H", "H", "H", "H", "H"], "xyz": [[-6.6749, 0.2909, 0.7101], [-6.4883, 1.7918, 0.4658], [-7.3179, 2.7137, 1.3726], [-8.3818, 3.4327, 0.6836], [-9.5307, 2.6316, 0.2674], [-9.4571, 1.9832, -1.1041], [-10.7979, 1.6628, -1.3824], [-11.6088, 2.7225, -0.6793], [-12.8406, 1.7753, 0.6092], [-14.1339, 3.0918, 0.7683], [-13.6826, 0.7222, -0.4404], [-10.6250, 3.4920, 0.1368], [-6.9118, 0.0856, 1.7563], [-7.4639, -0.1430, 0.0959], [-5.7509, -0.2417, 0.4885], [-6.6962, 2.0437, -0.5747], [-5.4293, 2.0086, 0.6287], [-7.6860, 2.1379, 2.2387], [-6.6569, 3.4854, 1.7790], [-8.7787, 4.1254, 1.3103], [-9.7569, 1.8469, 1.0200], [-9.0639, 2.7287, -1.8158], [-8.8323, 1.0882, -1.1512], [-12.2323, 3.4744, -1.4290], [-14.8440, 2.8921, 1.5748], [-14.6754, 3.2134, -0.1748], [-13.6253, 4.0366, 0.9838], [-14.6149, 0.6872, -0.1896], [-0.3532, 1.5616, -0.0691], [-0.8997, 2.4712, 1.0393], [-2.4213, 2.3142, 1.0383], [-2.7541, 0.6507, 0.4258], [-3.4532, 0.7469, -0.8318], [-3.2942, -0.1627, 1.4871], [-1.0442, 0.2164, 0.1129], [0.7301, 1.4524, -0.0105], [-0.5970, 1.9786, -1.0490], [-0.4906, 2.1500, 1.9997], [-0.6306, 3.5159, 0.8886], [-2.8682, 2.3896, 2.0272], [-2.9025, 3.0107, 0.3555], [-1.0105, -0.4297, -0.7603], [-0.6698, -0.3085, 0.9905], [4.7074, -1.2716, 1.5950], [4.4914, -2.7757, 1.3971], [2.9958, -3.0632, 1.5354], [2.1580, -1.5584, 1.0178], [1.4490, -0.9921, 2.1403], [1.4535, -1.7855, -0.2198], [3.6458, -0.6000, 0.7274], [5.7091, -1.0242, 1.2571], [4.5808, -0.9814, 2.6398], [4.8213, -3.0267, 0.3925], [5.0619, -3.3811, 2.1000], [2.6439, -3.8645, 0.8889], [2.6924, -3.2587, 2.5625], [3.4344, 0.4385, 0.9733], [3.8654, -0.7093, -0.3362], [4.4254, -6.5388, -3.6510], [2.9552, -6.1120, -3.5278], [2.8373, -5.2251, -2.2848], [4.4499, -4.4461, -2.0833], [5.0501, -4.9421, -0.8649], [4.3605, -3.0261, -2.3040], [5.2477, -5.2699, -3.4597], [4.6335, -7.0013, -4.6147], [4.6745, -7.2616, -2.8712], [2.6643, -5.5451, -4.4139], [2.2888, -6.9697, -3.4533], [2.0993, -4.4306, -2.3722], [2.6587, -5.7995, -1.3776], [6.2895, -5.4270, -3.1905], [5.1765, -4.6032, -4.3192], [9.7660, 0.5303, -1.8439], [8.3949, 1.1971, -1.6582], [7.3588, 0.0785, -1.5091], [8.2496, -1.3183, -0.7977], [8.2570, -2.4075, -1.7450], [7.7852, -1.5726, 0.5475], [9.8623, -0.5481, -0.7708], [10.5801, 1.2478, -1.7537], [9.8298, 0.0739, -2.8341], [8.4084, 1.8109, -0.7557], [8.1426, 1.8472, -2.4944], [6.5369, 0.3240, -0.8404], [6.9650, -0.2654, -2.4638], [10.6003, -1.3264, -0.9453], [9.9992, -0.1330, 0.2271], [-5.9897, 6.6804, -0.1626], [-6.2341, 6.3799, 1.3205], [-4.9266, 5.8182, 1.8885], [-3.6031, 6.5616, 0.9166], [-2.8976, 5.5268, 0.1955], [-2.8377, 7.4861, 1.7170], [-4.6691, 7.4396, -0.2247], [-6.8017, 7.2613, -0.5964], [-5.9200, 5.7439, -0.7191], [-6.5040, 7.2940, 1.8536], [-7.0488, 5.6678, 1.4362], [-4.7503, 6.0747, 2.9305], [-4.8452, 4.7407, 1.7527], [-4.1817, 7.4457, -1.1970], [-4.7651, 8.4565, 0.1567], [7.9483, -5.6015, 0.7232], [7.3107, -4.3795, 1.3971], [8.3627, -3.7681, 2.3269], [9.9620, -4.1642, 1.5956], [10.7095, -5.0190, 2.4838], [10.5653, -2.9591, 1.0842], [9.3149, -5.1371, 0.2344], [7.3387, -5.9671, -0.1021], [8.0676, -6.4156, 1.4422], [7.0249, -3.6505, 0.6375], [6.4131, -4.6495, 1.9526], [8.3014, -2.6845, 2.3928], [8.3595, -4.2116, 3.3216], [10.0277, -5.9312, 0.0226], [9.2282, -4.4623, -0.6187]], "lowdin_charge": [-0.0973, -0.2225, -0.2316, -0.0068, -0.4203, -0.1955, -0.1118, -0.8159, 0.8506, -0.3685, -0.4093, -0.0776, 0.0708, 0.0608, 0.0412, 0.1069, 0.0675, 0.1108, 0.0748, 0.1018, 0.1463, 0.1242, 0.1013, 0.0761, 0.0013, 0.0233, 0.0225, 0.0093, -0.2136, -0.2039, -0.2287, 0.6579, -0.3176, -0.3255, -0.2430, 0.1028, 0.1209, 0.1171, 0.1104, 0.1033, 0.0809, 0.1039, 0.0793, -0.1970, -0.2189, -0.1953, 0.6630, -0.3200, -0.3230, -0.2204, 0.0789, 0.1242, 0.0732, 0.0964, 0.0942, 0.1069, 0.1055, 0.1019, -0.2181, -0.2074, -0.2082, 0.6651, -0.3232, -0.3145, -0.2222, 0.1152, 0.1187, 0.1189, 0.1156, 0.1078, 0.1053, 0.1076, 0.1104, -0.2142, -0.2073, -0.2035, 0.6848, -0.3130, -0.3428, -0.2287, 0.1159, 0.1195, 0.1181, 0.1146, 0.0947, 0.1092, 0.1005, 0.1147, -0.2068, -0.2031, -0.2131, 0.6643, -0.3322, -0.3352, -0.2313, 0.1190, 0.1246, 0.1180, 0.0891, 0.1033, 0.0832, 0.1047, 0.1045, -0.2026, -0.2319, -0.2082, 0.6738, -0.3233, -0.3332, -0.2182, 0.0990, 0.1193, 0.0745, 0.1008, 0.0829, 0.1053, 0.1057, 0.0870], "homo_ha": -0.1097, "lumo_ev": 1.0374, "total_charge": -1, "multiplicity": 1, "fmax_ev_per_a": 0.57}

=====

No. 3
{"formula": "C4H7NO3S", "method": "ωB97M-V/def2-TZVPD", "symbols": ["C", "C", "C", "C", "N", "O", "O", "O", "S", "H", "H", "H", "H", "H", "H", "H"], "xyz": [[-1.8592, -1.3963, -0.1035], [1.1004, -1.0403, 1.2398], [-0.1810, 1.0899, 0.5285], [0.5842, -0.2212, 0.2709], [-2.5878, -0.4606, 0.0869], [-2.6462, 1.5906, -1.4009], [-1.4215, -2.4091, -0.4570], [-3.8581, 1.8629, 0.7384], [-3.6183, 1.0205, -0.4158], [11.9369, -1.1914, -4.4242], [1.6026, -1.8045, 0.8105], [1.1249, -1.0311, 2.3252], [-0.4923, 1.1950, 1.5786], [-0.9543, 1.2751, -0.3231], [0.5570, 2.0072, 0.3731], [0.7129, -0.4865, -0.8274]], "nbo_charge": [0.8002, -0.4463, -0.6937, -0.1477, -0.8403, -1.0144, -0.6135, -0.9886, 1.6800, -1.0000, 0.1793, 0.1893, 0.2135, 0.2882, 0.1898, 0.2041], "homo_ha": 0.0592, "lumo_ev": 4.6704, "total_charge": -2, "multiplicity": 1, "fmax_ev_per_a": 4.63}

=====

Question: multiplicity of number 2 (C30H64BNO15PS6)?
Answer: 1